No. 1
{"formula": "C31H52BCl2N3O7P", "method": "ωB97M-V/def2-TZVPD", "species": ["C", "C", "C", "C", "C", "N", "C", "C", "C", "C", "O", "O", "C", "C", "C", "C", "C", "C", "O", "C", "C", "B", "N", "O", "P", "C", "C", "C", "C", "O", "C", "C", "Cl", "C", "C", "Cl", "C", "O", "O", "H", "H", "H", "H", "H", "H", "H", "H", "H", "H", "H", "H", "H", "H", "H", "H", "H", "H", "H", "H", "H", "H", "H", "H", "H", "H", "H", "H", "H", "H", "H", "H", "H", "H", "H", "H", "H", "H", "H", "H", "H", "H", "H", "H", "H", "H", "H", "N", "C", "C", "C", "C", "C", "H", "H", "H", "H", "H"], "xyz": [[2.245, 2.701, -0.029], [2.482, 2.052, 1.132], [2.454, 0.560, 1.459], [2.361, 0.507, 3.023], [0.960, 0.697, 3.589], [0.345, 1.996, 3.306], [0.982, 3.178, 3.924], [1.794, 2.954, 5.211], [-1.021, 2.041, 3.712], [-1.994, 2.900, 2.934], [-1.425, 1.436, 4.694], [1.402, -0.254, 1.044], [0.820, -0.350, -0.262], [0.181, -1.773, -0.235], [-0.917, -2.070, -1.268], [-2.292, -2.344, -0.627], [-3.404, -2.562, -1.651], [-3.882, -1.269, -2.334], [-3.522, -0.112, -1.587], [-3.495, 1.054, -2.405], [-3.877, 2.261, -1.535], [-0.425, 0.677, -0.282], [-1.426, 0.613, 0.743], [-0.586, 1.688, -1.205], [1.954, -0.175, -1.758], [3.025, -1.680, -1.928], [0.918, -0.147, -3.329], [0.714, -1.508, -4.043], [3.912, -0.007, 1.199], [4.487, 0.574, 0.036], [5.550, 1.456, 0.242], [6.914, 0.963, -0.235], [7.265, -0.710, -0.430], [7.866, 1.846, -0.533], [9.237, 1.518, -1.060], [7.588, 3.569, -0.316], [3.958, -1.571, 1.195], [3.182, -2.191, 1.972], [4.807, -2.113, 0.465], [2.640, 2.432, -0.998], [1.562, 3.553, 0.007], [2.818, 2.701, 1.938], [3.008, 1.286, 3.429], [2.749, -0.441, 3.392], [0.296, -0.066, 3.185], [0.998, 0.450, 4.656], [1.598, 3.753, 3.228], [0.181, 3.870, 4.199], [2.835, 2.688, 5.052], [1.798, 3.902, 5.756], [1.265, 2.250, 5.850], [-2.105, 3.900, 3.354], [-2.948, 2.381, 2.948], [-1.703, 3.012, 1.892], [0.945, -2.548, -0.259], [-0.265, -1.859, 0.761], [-1.077, -1.342, -2.067], [-0.672, -3.012, -1.765], [-2.187, -3.276, -0.062], [-2.578, -1.583, 0.091], [-3.180, -3.341, -2.381], [-4.276, -2.927, -1.094], [-4.969, -1.297, -2.436], [-3.395, -1.185, -3.314], [-4.233, 0.920, -3.203], [-2.503, 1.200, -2.836], [-3.701, 2.014, -0.493], [-3.243, 3.107, -1.797], [-4.911, 2.538, -1.733], [-1.238, -0.117, 1.416], [-2.362, 0.555, 0.362], [0.231, 1.877, -1.678], [3.098, -2.018, -2.961], [4.020, -1.328, -1.661], [2.797, -2.466, -1.211], [1.441, 0.508, -4.025], [-0.063, 0.296, -3.163], [0.811, -2.357, -3.373], [-0.273, -1.567, -4.508], [1.462, -1.632, -4.827], [4.508, 0.253, 2.079], [5.658, 1.825, 1.268], [5.304, 2.321, -0.377], [9.511, 2.333, -1.731], [9.944, 1.488, -0.231], [9.215, 0.600, -1.632], [-6.575, -2.930, -1.269], [-7.495, -2.915, -2.232], [-8.740, -3.514, -2.120], [-9.048, -4.170, -0.939], [-8.105, -4.198, 0.074], [-6.890, -3.564, -0.141], [-7.210, -2.393, -3.140], [-9.449, -3.467, -2.936], [-10.009, -4.652, -0.811], [-8.304, -4.699, 1.011], [-6.123, -3.558, 0.626]], "charge": -1, "e_homo_ha": -0.164}



No. 2
{"formula": "C6H15N2OS", "method": "ωB97M-V/def2-TZVPD", "species": ["C", "C", "C", "C", "C", "C", "N", "N", "O", "S", "H", "H", "H", "H", "H", "H", "H", "H", "H", "H", "H", "H", "H", "H", "H"], "xyz": [[2.344, 3.256, 0.810], [1.340, 2.811, 0.115], [-2.341, -0.112, -0.286], [-2.990, -2.629, -0.902], [0.412, 2.322, -0.719], [-1.985, -1.516, -0.345], [3.561, -0.443, 0.964], [-0.795, -1.976, -0.053], [0.986, 0.048, 0.918], [2.280, -0.641, -0.036], [2.627, 2.677, 1.617], [2.958, 4.057, 0.526], [-3.350, 0.048, -0.068], [-2.146, 0.360, -1.298], [-1.592, 0.305, 0.360], [-3.338, -2.235, -1.849], [-2.457, -3.448, -1.071], [-3.806, -2.835, -0.219], [0.463, 1.615, -1.451], [-0.695, 2.719, -0.546], [4.360, 0.096, 0.814], [3.779, -1.286, 1.486], [0.980, 0.998, 1.023], [-0.575, -2.896, -0.138], [-0.019, -1.295, 0.347]], "charge": 1, "e_homo_ha": -0.459}



No. 3
{"formula": "C3H3FO3", "method": "ωB97M-V/def2-TZVPD", "species": ["O", "C", "O", "F", "H", "C", "C", "O", "H", "H"], "xyz": [[-3.700, 0.088, 0.098], [-2.590, 0.397, -0.039], [-1.951, 1.039, -1.248], [-1.692, 0.304, 0.983], [-1.081, 1.130, -0.967], [2.597, -0.827, 0.329], [1.606, -0.094, -0.097], [0.688, 0.497, -0.480], [2.735, -1.908, 0.324], [3.389, -0.626, 1.097]], "smiles": "O=C(O)F.C=C=O", "e_homo_ha": -0.365}



No. 4
{"formula": "C4H11NO", "method": "ωB97M-V/def2-TZVPD", "species": ["C", "C", "C", "C", "N", "H", "H", "H", "H", "H", "H", "H", "H", "H", "O", "H", "H"], "xyz": [[-0.505, -0.955, -1.849], [-0.447, -0.050, -0.684], [0.636, 0.251, 0.071], [0.560, 1.374, 1.003], [1.829, -0.426, -0.096], [0.328, -0.890, -2.631], [-0.668, -2.026, -1.671], [-1.456, -0.647, -2.360], [-1.299, 0.582, -0.622], [0.296, 1.113, 1.973], [0.056, 2.198, 0.369], [1.559, 1.912, 1.131], [1.963, -1.345, 0.488], [2.609, 0.231, 0.160], [-1.959, -0.507, 2.030], [-1.133, -0.590, 1.475], [-2.368, -0.227, 1.215]], "smiles": "C/C=C(/C)N.O", "e_homo_ha": -0.320}



No. 5
{"formula": "C6H11MnN5P", "method": "ωB97M-V/def2-TZVPD", "species": ["C", "C", "C", "C", "C", "Mn", "P", "H", "H", "H", "H", "H", "H", "H", "H", "N", "N", "N", "C", "N", "N", "H", "H", "H"], "xyz": [[0.583, 1.128, -2.431], [0.359, 0.433, -3.602], [0.035, -0.944, -3.645], [-0.066, -1.797, -2.522], [0.108, -1.371, -1.221], [0.289, 0.518, -0.529], [0.426, 2.810, 0.220], [0.926, 2.165, -2.580], [0.488, 0.947, -4.562], [-0.084, -1.401, -4.636], [0.098, -2.183, -0.475], [-0.238, -2.863, -2.717], [-0.657, 3.350, 0.956], [0.564, 3.799, -0.784], [1.499, 3.172, 1.073], [-1.152, -2.226, 3.903], [-0.603, -1.214, 3.132], [-0.155, -0.077, 3.631], [0.218, 0.631, 2.553], [-0.003, -0.078, 1.421], [-0.509, -1.238, 1.812], [-1.539, -3.069, 3.458], [-1.222, -2.114, 4.926], [0.634, 1.622, 2.617]], "s_squared": 8.922, "charge": -1, "e_homo_ha": [-0.023, -0.087], "multiplicity": 6}



These records have DFT total energy values of -86802.3909; -22318.3334; -12017.8625; -7862.2344; -54452.2888 eV, in the order they appear.
These records have molecular weight values of 691.46; 163.27; 106.05; 89.14; 239.10 g/mol, in the order they appear.